The following is a DFT calculation (wB97M-V/def2-TZVPD) of C22H28CdFO8 as an isolated structure.

Results
LUMO level: -6.8 eV
Kohn-Sham gap: 2.7664 eV
spin multiplicity: 1
HOMO level: -9.6 eV
charge: +1
energy: -1724.27891 Eh

Each line ends with the natural charge from an NBO analysis.
Cartesian coordinates (Å):
Cd1 -1.20023 -3.57734 0.15627  1.80
F1 -0.84979 -1.59858 -0.21459  -0.87
C1 -1.23410 2.68529 -2.22785  -0.25
C2 -1.47509 1.40330 -1.79383  -0.29
C3 -2.72723 1.02539 -1.39701  0.25
C4 -3.72940 1.95551 -1.27916  -0.22
C5 -3.41412 3.29019 -1.57642  -0.25
C6 -2.19907 3.66991 -1.97469  0.28
O1 -2.02857 4.96905 -2.21200  -0.66
O2 -3.05759 -0.23486 -0.90560  -0.72
H1 -0.27044 3.07972 -2.51452  0.21
H2 -0.69092 0.68160 -1.96879  0.21
H3 -4.68673 1.66827 -0.87000  0.23
H4 -4.23055 3.98983 -1.47475  0.23
H5 -1.12049 5.21313 -2.40541  0.48
H6 -2.25984 -0.76329 -0.82851  0.48
C7 2.99496 1.40741 -0.65501  -0.23
C8 3.98664 1.54950 -1.66528  -0.25
C9 4.08188 0.56180 -2.63448  0.25
C10 3.19095 -0.50092 -2.70481  -0.20
C11 2.16362 -0.64388 -1.74134  -0.31
C12 2.09079 0.33406 -0.73454  0.28
O3 0.99288 0.27213 0.09140  -0.73
O4 5.11051 0.60365 -3.54488  -0.67
H7 2.99702 2.09098 0.18114  0.23
H8 4.72688 2.32418 -1.52997  0.22
H9 3.28293 -1.20360 -3.51979  0.21
H10 1.39801 -1.40468 -1.77904  0.20
H11 0.27853 -0.33981 -0.10052  0.50
H12 5.59206 1.43274 -3.49683  0.48
C13 -2.00033 2.03799 4.78952  -0.24
C14 -1.63171 0.76934 4.30804  -0.28
C15 -1.38943 0.58972 2.91765  0.34
C16 -1.40196 1.66782 2.04592  -0.28
C17 -1.83598 2.92183 2.48218  -0.26
C18 -2.04444 3.12643 3.84678  0.28
O5 -2.46766 4.34064 4.32633  -0.68
O6 -1.24913 -0.68926 2.52208  -0.73
H13 -2.27018 2.17394 5.82639  0.23
H14 -1.67324 -0.03811 5.02406  0.21
H15 -1.23476 1.42938 1.00592  0.21
H16 -1.99010 3.71352 1.76395  0.22
H17 -2.41205 5.05847 3.69132  0.48
H18 -1.18313 -0.63869 1.56569  0.48
C19 0.51578 -3.29049 2.86653  -0.23
O7 0.40170 -3.56783 1.42146  -0.70
C20 1.72803 -3.49594 0.81718  -0.10
C21 1.70751 -4.20874 -0.57036  -0.10
O8 0.58387 -3.76997 -1.35156  -0.63
C22 0.50807 -4.13446 -2.71859  -0.27
H19 -0.52532 -3.49564 3.11580  0.20
H20 0.73863 -2.23004 2.98437  0.24
H21 1.25736 -3.96161 3.29983  0.20
H22 2.49482 -3.96420 1.43431  0.22
H23 2.05423 -2.45948 0.73093  0.23
H24 1.61551 -5.29262 -0.50078  0.19
H25 2.68776 -4.00643 -1.00195  0.23
H26 1.45685 -4.17569 -3.25359  0.22
H27 0.01279 -3.36109 -3.30570  0.22
H28 -0.16688 -4.98919 -2.76301  0.19


The following is a DFT calculation (wB97M-V/def2-TZVPD) of C22H28ClGaN5O2 as an isolated structure.

Results
LUMO level (alpha / beta): 2.6 / 2.6 eV
Kohn-Sham gap (alpha / beta): 4.5527 / 4.5534 eV
energy above the lowest of the compared OMol25 structures with the same formula, charge and spin: 133.7 kcal/mol
spin multiplicity: 1
HOMO level (alpha / beta): -2.0 / -2.0 eV
charge: -1
energy: -3664.15851 Eh

Each line ends with the natural charge from an NBO analysis.
Cartesian coordinates (Å):
Ga1 0.57610 0.15662 0.37006  1.19
Cl1 2.45075 0.47450 1.50882  -0.23
N1 1.41640 -0.86860 -1.30798  -0.66
N2 -0.80891 0.32406 1.96301  -0.66
C1 1.27441 -0.39802 -2.53340  0.66
C2 -1.78997 1.20774 1.93231  0.66
C3 2.40713 -2.02170 -1.42143  0.08
C4 2.16080 -2.48278 -2.83491  -0.09
C5 2.05275 -3.12701 -0.44692  -0.63
C6 3.83240 -1.47387 -1.17310  -0.62
H1 0.96433 -3.34326 -0.36859  0.22
H2 2.44108 -2.93212 0.57336  0.28
H3 2.55947 -4.03355 -0.81241  0.19
H4 4.05256 -0.74777 -1.99874  0.20
H5 4.49509 -2.36661 -1.22180  0.21
H6 3.84330 -0.99396 -0.16386  0.26
C7 -0.82755 -0.26562 3.36722  0.07
C8 -2.27688 -0.10755 3.73584  -0.09
C9 0.14532 0.54937 4.25445  -0.62
C10 -0.46118 -1.73104 3.34031  -0.61
H7 -0.84107 -2.30161 2.46752  0.22
H8 -0.85273 -2.17440 4.27197  0.19
H9 0.67549 -1.90558 3.37806  0.25
H10 -0.25673 1.59460 4.30751  0.20
H11 1.15782 0.50290 3.78300  0.26
H12 0.11835 0.04225 5.24465  0.21
O1 -2.74392 1.03175 2.84564  -0.50
H13 -2.43060 0.18666 4.78603  0.20
H14 -2.88496 -0.96642 3.43038  0.20
O2 1.58944 -1.24408 -3.51306  -0.50
H15 1.36109 -3.22975 -2.90281  0.20
H16 3.07886 -2.77550 -3.36964  0.20
C11 0.71081 0.91326 -3.04245  -0.50
C12 -2.09786 2.33891 0.96953  -0.47
C13 -2.04784 1.95058 -0.48546  -0.15
H17 -1.26906 3.05012 1.14190  0.22
H18 -3.11144 2.75428 1.17237  0.25
C14 -0.82782 1.54990 -1.10653  -0.34
C15 -0.64964 1.24240 -2.48839  -0.07
H19 0.02275 2.10022 -0.70747  0.16
C16 -1.74010 1.50635 -3.29924  0.00
C17 -2.93710 1.98937 -2.73699  -0.40
C18 -1.61209 1.44402 -4.78109  -0.63
C19 -3.09944 2.19211 -1.35341  0.03
H20 -3.76082 2.23759 -3.39896  0.18
C20 -4.35434 2.82644 -0.86153  -0.64
H21 -5.03258 2.94377 -1.71154  0.21
H22 -4.14616 3.83413 -0.45684  0.21
H23 -4.85896 2.21680 -0.09349  0.21
H24 -0.87405 2.18601 -5.13675  0.21
H25 -2.58101 1.70161 -5.21792  0.21
H26 -1.32416 0.43952 -5.13198  0.21
H27 0.63429 0.89255 -4.15218  0.25
H28 1.41801 1.66245 -2.64244  0.22
N3 1.74257 -1.32685 1.60502  -0.73
C21 2.06327 -2.20609 2.53209  0.27
N4 3.37431 -2.31336 2.96750  -0.72
C22 4.44261 -1.64906 3.33284  0.44
N5 5.43741 -1.05667 3.59192  -0.58


The following is a DFT calculation (wB97M-V/def2-TZVPD) of C22H28ClMnN5O2 as an isolated structure.

Results
<S²>: 6.210
LUMO level (alpha / beta): 2.7 / 2.7 eV
Kohn-Sham gap (alpha / beta): 5.6046 / 3.7311 eV
energy above the lowest of the compared OMol25 structures with the same formula, charge and spin: 0.0 kcal/mol
spin multiplicity: 5
HOMO level (alpha / beta): -2.9 / -1.1 eV
charge: -1
energy: -2890.56373 Eh

Each line ends with the natural charge from an NBO analysis.
Cartesian coordinates (Å):
Mn1 1.11610 0.31470 0.37555  0.93
Cl1 3.09017 0.72370 2.03614  -0.38
N1 -0.14929 -1.32932 1.61525  -0.59
N2 0.59041 1.79645 -1.18558  -0.61
C1 0.53681 -2.45188 1.64531  0.62
C2 1.09219 1.58492 -2.37582  0.63
C3 -1.38980 -1.58843 2.40462  0.05
C4 -0.96195 -2.76512 3.28620  -0.08
C5 -2.50600 -2.02528 1.47275  -0.61
C6 -1.83095 -0.40689 3.24405  -0.60
H1 -2.21284 -2.91441 0.89432  0.21
H2 -2.75809 -1.21541 0.77903  0.22
H3 -3.39612 -2.27682 2.06467  0.20
H4 -1.00325 -0.06219 3.87360  0.23
H5 -2.65829 -0.72239 3.89750  0.19
H6 -2.18183 0.41834 2.61548  0.23
C7 -0.28378 3.00827 -1.27249  0.06
C8 -0.23661 3.35900 -2.75954  -0.08
C9 0.31372 4.13486 -0.45002  -0.61
C10 -1.70351 2.68639 -0.84031  -0.61
H7 -2.10499 1.87689 -1.46565  0.21
H8 -2.34236 3.57402 -0.96398  0.20
H9 -1.72565 2.38069 0.21105  0.25
H10 1.33783 4.32575 -0.79560  0.21
H11 0.33204 3.86543 0.60726  0.24
H12 -0.28309 5.04910 -0.57035  0.20
O1 0.73613 2.42279 -3.33825  -0.49
H13 0.11434 4.37801 -2.98529  0.19
H14 -1.17815 3.17696 -3.29920  0.18
O2 0.17657 -3.34557 2.55908  -0.50
H15 -1.69742 -3.57435 3.39932  0.19
H16 -0.59785 -2.43462 4.27258  0.19
C11 1.60133 -2.79607 0.66588  -0.50
C12 1.96598 0.43636 -2.70837  -0.49
C13 1.19731 -0.80681 -2.38873  -0.10
H17 2.81079 0.49275 -1.99515  0.26
H18 2.32530 0.50013 -3.73725  0.22
C14 1.13108 -1.13345 -1.05302  -0.41
C15 1.04326 -2.45868 -0.68432  -0.10
H19 1.97874 1.44458 1.69557  0.24
C16 0.47003 -3.38424 -1.58308  0.05
C17 0.19824 -2.93782 -2.88778  -0.30
C18 0.15495 -4.76342 -1.09053  -0.64
C19 0.61878 -1.67741 -3.33664  -0.02
H20 -0.27425 -3.62011 -3.59204  0.18
C20 0.49327 -1.19106 -4.74646  -0.63
H21 -0.07379 -1.88587 -5.37179  0.20
H22 1.49055 -1.06330 -5.19146  0.20
H23 -0.00799 -0.21133 -4.75101  0.21
H24 1.06681 -5.24799 -0.71357  0.20
H25 -0.26927 -5.39130 -1.88138  0.20
H26 -0.56809 -4.71236 -0.26006  0.20
H27 1.91054 -3.83693 0.79305  0.22
H28 2.44288 -2.10819 0.87884  0.26
N3 0.01307 1.68421 1.66722  -0.72
C21 -0.19652 2.38046 2.61088  0.57
N4 -0.46984 3.05795 3.64795  -0.71
C22 0.07372 4.20514 3.98829  0.45
N5 0.51792 5.23002 4.35204  -0.51